117
Properties=species:S:1:pos:R:3:forces:R:3:mulliken_charge:R:1 method="wB97M-V/def2-TZVPD" homo_energy_ev="-5.496 / -7.255" relative_energy_ev=0.1724 multiplicity=3 homo_lumo_gap_ev="5.7199 / 6.7477" largest_force_ha_per_bohr=0.0091 total_energy_ev=-159275.5002 charge=0 lumo_energy_ev="0.22 / -0.51"
Au -0.21554 0.22436 0.06593 -0.32 -0.21 0.13 1.81
C -0.02697 -3.56542 -0.52372 0.19 -0.04 -0.04 -0.96
Si -0.95149 -2.08930 0.16828 -0.21 0.15 0.02 0.50
C -1.32339 -2.30313 2.02179 0.08 -0.02 0.05 0.98
C -1.24242 -3.53736 2.67691 -0.15 0.02 -0.02 -1.11
C -1.58920 -3.67445 4.01286 -0.02 0.02 -0.03 -0.63
C -2.05404 -2.57662 4.72723 0.01 -0.01 -0.02 -0.83
C -2.12839 -1.34161 4.10592 -0.02 0.03 0.00 0.11
C -1.73531 -1.19490 2.77683 0.05 0.04 -0.06 -1.03
P -1.69179 0.47520 2.01169 0.30 -0.24 0.27 1.22
C -3.41627 1.01811 2.26715 0.03 0.07 -0.20 0.39
C -3.82966 1.93614 3.22640 -0.03 0.00 0.07 -0.29
C -5.17727 2.25154 3.35730 0.03 -0.01 -0.01 -0.70
C -6.12014 1.65460 2.53492 0.01 -0.02 -0.01 -0.66
C -5.71385 0.73873 1.57176 0.02 0.02 0.01 -0.77
C -4.37111 0.42601 1.43671 0.01 0.02 -0.01 -0.77
C -0.66246 1.45190 3.16418 -0.08 0.01 -0.08 0.66
C 0.31898 0.83932 3.94148 -0.02 -0.04 0.02 -0.74
C 1.18738 1.60193 4.70938 -0.01 0.02 -0.01 -0.75
C 1.08636 2.98583 4.71183 -0.02 -0.02 -0.01 -0.62
C 0.13415 3.60745 3.91359 0.01 -0.03 -0.01 -1.07
C -0.72148 2.84678 3.12943 0.00 0.04 -0.03 -0.70
C -2.67138 -2.16329 -0.66720 -0.04 -0.06 0.02 0.36
C -3.48450 -3.26438 -0.38054 0.01 0.03 0.00 -0.18
C -4.71773 -3.44106 -0.99106 0.01 0.04 -0.03 -0.87
C -5.16369 -2.50727 -1.91696 0.02 -0.01 0.02 -0.95
C -4.37965 -1.40258 -2.21547 -0.02 0.00 -0.02 -0.89
C -3.14149 -1.22288 -1.59937 0.04 0.02 0.01 0.32
P -2.07204 0.22606 -1.94674 0.10 -0.23 -0.24 1.29
C -0.96733 -0.41391 -3.26369 0.00 0.04 0.03 0.35
C -1.09201 -1.67400 -3.83926 -0.02 -0.01 -0.02 -0.65
C -0.11322 -2.15243 -4.70440 -0.02 0.02 0.02 -0.73
C 0.99487 -1.37590 -5.00509 0.00 0.03 0.01 -0.61
C 1.11470 -0.10272 -4.45956 -0.04 -0.03 -0.03 -0.49
C 0.14120 0.36918 -3.59510 0.02 0.02 0.02 -0.11
C -3.18874 1.36692 -2.83708 0.04 0.06 0.06 0.18
C -3.10291 1.63443 -4.19981 -0.05 -0.02 -0.04 -0.76
C -3.97204 2.54421 -4.79387 0.03 -0.02 0.03 -0.71
C -4.93285 3.19165 -4.03263 0.00 0.00 0.03 -0.61
C -5.01197 2.94533 -2.66601 0.01 -0.01 -0.03 -0.66
C -4.13743 2.05045 -2.07218 0.01 0.01 0.02 -0.04
H -0.13774 -4.45325 0.10451 -0.02 -0.01 -0.04 0.25
H -0.42429 -3.79589 -1.51398 0.01 0.01 -0.01 0.49
H 1.04179 -3.36397 -0.61763 -0.05 -0.02 0.00 0.05
H -0.90649 -4.41169 2.13172 0.00 -0.01 0.00 0.34
H -1.50668 -4.63987 4.49708 -0.01 0.00 -0.01 0.43
H -2.34563 -2.68223 5.76430 0.00 0.00 0.00 0.41
H -2.47963 -0.47888 4.66215 0.03 0.00 0.00 0.50
H -3.10851 2.40399 3.88344 -0.01 -0.01 0.00 0.47
H -5.48746 2.96649 4.10865 0.00 -0.01 0.01 0.44
H -7.16927 1.89581 2.64791 0.00 0.02 -0.02 0.39
H -6.44057 0.26938 0.92078 0.00 -0.01 0.01 0.49
H -4.06076 -0.29002 0.68290 0.00 -0.01 0.01 0.34
H 0.41495 -0.23972 3.94025 -0.01 0.01 0.03 0.24
H 1.94612 1.11068 5.30486 0.00 0.00 0.00 0.40
H 1.74903 3.57956 5.32877 0.02 0.00 -0.02 0.47
H 0.06299 4.68702 3.89290 0.00 0.02 -0.02 0.50
H -1.42885 3.34143 2.47281 0.00 0.00 0.02 0.72
H -3.14878 -3.99846 0.34594 -0.01 0.00 -0.01 0.31
H -5.32599 -4.30367 -0.74886 0.00 0.01 0.00 0.41
H -6.11626 -2.64197 -2.41394 -0.02 0.02 0.02 0.40
H -4.73707 -0.67726 -2.93692 0.02 0.00 0.01 0.54
H -1.94949 -2.29397 -3.60543 0.02 -0.01 0.02 0.57
H -0.21645 -3.14028 -5.13570 0.00 -0.01 0.01 0.41
H 1.77227 -1.76142 -5.65239 -0.01 0.01 -0.02 0.38
H 1.98011 0.50685 -4.68863 0.01 -0.01 0.02 0.36
H 0.25379 1.34994 -3.14399 0.01 -0.03 0.02 0.26
H -2.36307 1.12322 -4.80332 -0.01 -0.01 -0.01 0.42
H -3.90069 2.73870 -5.85663 0.00 -0.01 0.00 0.42
H -5.61727 3.88826 -4.49967 0.01 0.01 0.01 0.37
H -5.75039 3.45825 -2.06279 0.00 0.00 0.00 0.44
H -4.18709 1.87721 -1.00172 0.00 0.01 0.00 0.17
N 0.13067 4.26753 -1.99304 0.02 0.03 0.00 -0.33
C 0.09903 3.70358 -0.75918 0.12 -0.14 -0.04 0.58
O -0.75983 2.90594 -0.43369 -0.18 0.27 0.09 -0.34
C 1.23309 4.05926 0.17549 -0.02 -0.01 -0.08 -0.36
I 1.03674 6.07258 0.84249 0.00 0.13 0.07 0.06
H -0.67912 4.13700 -2.57809 0.00 -0.02 0.00 0.25
H 0.73319 5.04913 -2.18460 0.00 0.00 0.01 0.21
H 2.20750 3.99241 -0.30061 -0.01 -0.07 0.00 0.49
H 1.18412 3.43206 1.05748 -0.02 -0.05 -0.02 -0.51
C 1.71582 0.41008 -0.65650 -0.11 0.19 -0.19 -1.63
Ge 3.38793 -0.39370 -0.23861 0.02 0.06 -0.05 2.49
C 4.36634 -0.55741 -1.92051 0.06 -0.05 -0.13 -0.06
C 4.19212 -1.67304 -2.74203 0.04 0.07 -0.01 0.00
C 4.75959 -1.72294 -4.00902 -0.01 0.01 0.04 -0.78
C 5.50306 -0.64905 -4.47961 0.00 0.00 0.00 -0.50
C 5.68399 0.46920 -3.67695 -0.01 -0.01 0.02 -0.70
C 5.11869 0.51196 -2.40832 0.02 -0.06 -0.01 -0.47
C 4.39115 0.75787 0.98453 0.09 0.08 0.10 -0.44
C 3.70372 1.67679 1.77737 0.07 0.00 0.01 -0.03
C 4.37088 2.44929 2.72108 -0.01 -0.02 -0.02 -0.43
C 5.74177 2.30969 2.88406 -0.01 0.00 0.00 -0.61
C 6.44211 1.40168 2.09987 -0.01 0.00 -0.01 -0.72
C 5.77010 0.63195 1.15954 -0.04 0.08 -0.01 -0.22
C 3.27393 -2.12379 0.64150 -0.07 -0.14 0.10 -0.10
C 4.23018 -3.11761 0.43416 -0.07 -0.04 0.03 -0.33
C 4.17171 -4.31961 1.13048 0.00 0.03 -0.02 -0.75
C 3.15441 -4.54216 2.04745 -0.02 0.01 -0.02 -0.78
C 2.20164 -3.55727 2.27463 0.07 0.03 0.03 -0.48
C 2.26501 -2.35788 1.57827 0.10 -0.03 0.06 0.37
H 1.86626 1.24632 -1.35017 0.01 0.06 0.10 0.27
H 3.59968 -2.51224 -2.39303 -0.01 0.00 0.00 0.34
H 4.62105 -2.59991 -4.62974 -0.01 0.00 0.00 0.45
H 5.94107 -0.68346 -5.46937 0.01 -0.01 0.00 0.37
H 6.26754 1.30684 -4.03886 0.00 0.00 0.00 0.41
H 5.26869 1.38979 -1.78809 0.00 0.00 0.00 0.35
H 2.62927 1.77802 1.66063 -0.02 -0.02 0.03 -0.05
H 3.81817 3.15439 3.33075 0.00 -0.01 0.00 0.47
H 6.26423 2.90268 3.62439 0.00 0.01 -0.01 0.38
H 7.51237 1.29231 2.22481 0.00 0.00 0.00 0.40
H 6.32930 -0.07161 0.55105 0.00 -0.01 0.01 0.40
H 5.02860 -2.95909 -0.28262 0.01 0.00 0.01 0.37
H 4.92461 -5.07953 0.96118 -0.01 -0.01 -0.02 0.41
H 3.10304 -5.48152 2.58405 0.02 0.01 0.02 0.40
H 1.41098 -3.72013 2.99663 0.02 0.00 -0.01 0.55
H 1.51509 -1.59358 1.76153 0.01 0.00 0.00 -0.06